HINOP | ωB97M-V/def2-TZVPD

## Properties
Molecular weight ... 188.9 g/mol
HOMO energy ... -9.3 eV
Net charge ... 0
Kohn-Sham gap ... 0.3110 Ha
ΔE to the lowest compared entry with this formula, charge and spin ... 0.00 kJ/mol

Geometry (Å):
1 N 1.096 -0.403 0.418
2 O -1.858 -0.466 1.028
3 P -0.592 -0.185 0.336
4 I 2.017 0.361 -1.140
5 H -0.663 0.693 -0.641